33
Properties=species:S:1:pos:R:3 method="wB97M-V/def2-TZVPD" energy_ev=-26331.0373 smiles="NC(=O)C[C@H](N)C(=O)N[C@@H](CCC(=O)O)C(=O)O" total_charge=0 homo_lumo_gap_ev=9.67
O 4.208 -1.019 -0.812
O 2.024 1.900 -1.009
O -3.035 -2.419 -0.910
O -2.849 2.554 -0.911
O -2.756 -2.554 1.292
O -1.069 2.966 0.550
N 0.152 0.963 0.005
N 2.118 -1.660 -1.650
N 1.434 0.782 2.218
C 2.106 0.652 1.002
C -1.986 -0.583 0.241
C 3.041 -1.279 -0.621
C 1.421 1.462 -0.101
C -2.701 -1.889 0.133
C 2.232 -1.003 0.678
C -1.673 -0.027 -1.212
C -0.853 1.199 -1.020
C -1.613 2.327 -0.362
H -0.377 1.433 -2.012
H -0.107 1.021 1.008
H 1.198 -1.531 -1.375
H 2.363 -1.377 -2.694
H -3.233 3.248 -0.357
H 1.338 -1.655 0.737
H 1.598 1.647 2.690
H 3.124 0.857 1.104
H -2.619 0.320 -1.721
H -1.113 -0.978 0.717
H -1.101 -0.680 -1.822
H 2.937 -1.227 1.453
H 1.487 -0.110 2.803
H -3.089 -3.432 1.180
H -2.605 0.089 0.778

***

89
Properties=species:S:1:pos:R:3 method="wB97M-V/def2-TZVPD" energy_ev=-58831.5400 smiles="C[C@H]1COC(=O)O1.C[C@H]1COC(=O)O1.C[C@H]1COC(=O)O1.c1cc[nH]c1.c1cc[nH]c1.c1cc[nH]c1.CC(C)=O.CC(C)=O" total_charge=0 homo_lumo_gap_ev=8.71
O 2.518 3.750 -2.483
O 3.558 -3.630 0.812
O -1.760 -3.837 -0.695
O -1.258 0.630 2.377
O -2.098 -0.740 3.858
O -2.360 -1.588 -3.882
O -1.752 -2.221 0.779
O 1.964 4.431 -0.391
O 4.156 4.273 -0.974
O 0.041 -0.858 3.401
O -3.591 -2.588 -0.486
N 1.173 0.257 0.039
N 5.079 2.856 1.763
N -3.525 0.996 -2.178
C 4.554 2.958 3.915
C -4.409 0.552 -1.277
C -3.288 -0.293 3.145
C 1.125 3.889 -2.450
C -4.957 2.646 -1.920
C 5.059 1.556 2.205
C 0.665 -0.024 -1.220
C -4.344 -2.898 -3.730
C 2.849 0.569 -1.336
C 2.520 0.553 0.000
C -2.683 0.990 2.533
C -0.349 5.009 -0.838
C 3.220 -2.240 2.792
C -1.022 -0.347 3.201
C 2.976 4.184 -1.247
C -0.388 -2.802 0.956
C 4.769 3.691 2.781
C -5.211 1.630 -0.979
C -3.010 -2.480 -4.376
C -3.935 2.221 -2.653
C -2.579 -3.349 -5.518
C 5.525 -2.917 1.842
C 1.694 0.205 -2.107
C 0.649 -3.833 -1.050
C 4.690 1.584 3.527
C -4.478 -0.289 4.028
C -2.505 -2.866 -0.136
C 3.996 -2.997 1.748
C -0.454 -3.942 -0.055
C 0.724 3.992 -0.992
H 4.636 0.722 4.181
H -2.874 0.389 -2.637
H -2.709 1.875 3.200
H -1.282 4.804 -1.451
H -4.177 -0.447 -0.786
H 6.034 -2.983 0.900
H 3.391 -1.228 2.507
H -5.576 3.531 -1.961
H 0.055 5.988 -1.139
H 4.451 3.214 4.954
H 6.049 -2.163 2.458
H 1.661 -3.858 -0.560
H -4.004 -3.725 -3.098
H 3.598 -2.417 3.823
H -4.958 -3.312 -4.603
H -4.376 0.163 4.986
H -2.564 -4.401 -5.235
H -1.541 -3.132 -5.934
H -0.231 -3.020 2.010
H 0.492 -2.979 -1.687
H -3.264 -3.327 -6.318
H -3.538 -0.945 2.321
H 2.158 -2.374 2.660
H 5.150 3.102 0.806
H 0.649 -4.707 -1.736
H 0.786 0.126 0.969
H 3.104 0.688 0.871
H 0.673 3.047 -3.008
H -0.324 -4.901 0.389
H -4.663 -2.082 -3.118
H -0.360 -0.213 -1.351
H 1.701 -0.019 -3.145
H 4.930 4.762 2.875
H 0.504 3.003 -0.546
H -6.047 1.552 -0.271
H -3.284 2.792 -3.323
H -3.174 1.395 1.635
H -5.331 0.167 3.476
H 5.354 0.734 1.553
H 0.848 4.724 -3.084
H 5.718 -3.876 2.311
H -0.554 5.120 0.238
H -4.766 -1.334 4.190
H 0.246 -1.991 0.668
H 3.859 0.850 -1.718

***

56
Properties=species:S:1:pos:R:3 method="wB97M-V/def2-TZVPD" energy_ev=-28462.5294 total_charge=+1 homo_lumo_gap_ev=5.42
C -0.837 3.468 -2.462
C 0.347 3.379 -4.567
C -0.700 -1.303 -1.076
C 0.748 2.134 1.664
C -0.536 -5.770 0.801
C -0.054 2.150 -0.536
C 3.020 1.838 2.333
C 0.075 -4.420 0.382
C 1.680 2.083 2.681
C 0.704 -4.590 -1.004
C -1.072 -3.369 0.330
C 1.134 -4.037 1.417
C 1.100 2.287 -4.098
C -0.666 2.466 1.705
C -0.713 -1.901 0.130
C 0.903 1.804 -2.810
C 3.390 1.640 0.991
C -1.479 2.806 2.772
C -0.031 2.428 -1.949
C 1.122 1.934 0.282
C -3.315 3.097 1.181
C 2.461 1.735 -0.045
C -1.157 2.455 0.352
C -0.464 -1.042 1.347
C -2.501 2.732 0.103
C -2.812 3.151 2.494
C -0.646 3.940 -3.750
H -0.045 -4.955 -1.720
H 2.760 1.697 -1.088
H -1.010 -5.690 1.787
H -1.555 3.958 -1.815
H -0.896 -1.854 -2.001
H -1.758 -3.696 -0.470
H -0.519 -1.597 2.292
H 0.246 -6.538 0.857
H 1.620 -3.085 1.175
H 0.689 -3.957 2.416
H -3.469 3.440 3.313
H 1.903 -4.820 1.454
H -1.206 -0.229 1.395
H 1.109 -3.642 -1.381
H -1.059 2.783 3.779
H -2.884 2.660 -0.913
H 1.852 1.823 -4.741
H -0.529 -0.230 -1.144
H -1.615 -3.462 1.289
H 1.472 0.941 -2.457
H 1.511 -5.330 -0.952
H 4.431 1.438 0.749
H -1.259 4.762 -4.112
H -1.294 -6.100 0.077
H 3.773 1.794 3.119
H 0.526 -0.562 1.294
H 1.339 2.228 3.707
H 0.522 3.773 -5.569
H -4.357 3.353 0.995

***

27
Properties=species:S:1:pos:R:3 method="wB97M-V/def2-TZVPD" energy_ev=-17507.3239 total_charge=+1 homo_lumo_gap_ev="6.35 / 7.87"
F -0.439 1.553 -0.406
F 1.660 -1.955 -1.472
N 2.644 0.598 -0.358
C -4.067 0.601 -0.109
C -2.453 -1.449 0.094
C 2.119 -0.516 0.459
C -2.771 1.413 -0.310
C 1.830 -1.884 -0.099
C -3.844 -0.845 0.350
C 3.581 1.662 0.073
C -1.586 0.850 -0.320
C 3.167 -1.637 0.469
C -1.559 -0.582 -0.197
H 1.625 -0.248 1.411
H 3.487 -2.231 1.451
H -4.589 0.536 -1.031
H 1.795 1.162 -0.544
H -3.952 -1.025 1.395
H -4.847 1.138 0.633
H 3.796 1.680 1.131
H 4.498 1.490 -0.543
H -2.586 -2.549 0.194
H 3.957 -1.523 -0.318
H -2.931 2.523 -0.361
H 2.926 0.129 -1.181
H 3.091 2.606 -0.277
H -4.552 -1.497 -0.136

***

11
Properties=species:S:1:pos:R:3 method="wB97M-V/def2-TZVPD" energy_ev=-26489.3594 total_charge=0 homo_lumo_gap_ev="7.65 / 7.65"
Cl 1.730 2.216 -0.344
P 0.481 1.478 0.952
N -0.258 0.365 -3.085
C 0.146 0.123 -2.032
C -0.585 -1.151 0.717
C 0.552 -0.201 0.481
H -0.965 -1.637 -0.121
H 1.562 -0.490 0.416
H -1.570 -0.691 1.113
H -0.847 1.864 0.449
H -0.246 -1.877 1.454

***

24
Properties=species:S:1:pos:R:3 method="wB97M-V/def2-TZVPD" energy_ev=-23406.1787 smiles=CCS.O.O.O.O.O total_charge=0 homo_lumo_gap_ev=8.83
S 1.001 1.608 1.732
O -1.124 0.165 -1.951
O -2.910 -0.126 0.059
O -1.286 -1.448 1.799
O -0.044 -2.179 -0.814
O 2.208 -1.808 0.795
C 1.708 2.123 -0.853
C 0.518 1.628 0.008
H -0.805 -1.837 -0.363
H 0.206 0.652 -0.327
H -2.621 0.739 0.374
H 2.639 1.755 -0.423
H 1.822 3.207 -0.829
H 2.663 -2.152 0.018
H -0.668 -2.184 1.897
H 1.290 -1.985 0.509
H -1.448 -1.211 2.721
H 1.554 0.427 2.010
H -1.683 -0.103 -1.193
H 0.033 -1.612 -1.589
H 1.581 1.775 -1.878
H -0.302 2.282 -0.290
H -1.532 0.984 -2.249
H -2.800 -0.700 0.838